# 1
The following is a quantum chemistry calculation of an isolated molecule of C6H14O3Si, from the OMol25 dataset.

Max |F|, hartree/bohr: 0.07787
E_tot, a.u.: -752.261193
HOMO-LUMO gap, eV: 10.37
Highest occupied orbital energy, eV: -9.52
Total charge: 0
ΔE to the lowest compared entry with this formula, charge and spin, eV: 0.952
Structure (SMILES): C=C(C)[Si](OC)(OC)OC

Cartesian coordinates (Å):
C: -1.822 0.724 -1.506
C: -1.366 0.028 -0.498
C: -2.322 -0.903 0.112
Si: 0.414 -0.036 0.214
O: 1.474 -0.401 -0.968
C: 2.519 0.396 -1.538
O: 0.763 1.151 1.238
C: 0.497 2.486 1.088
O: 0.509 -1.202 1.305
C: 0.413 -2.548 1.315
H: -1.183 1.418 -2.133
H: -2.841 0.783 -1.845
H: -2.383 -0.550 1.164
H: -1.913 -1.896 0.215
H: -3.388 -0.954 -0.159
H: 2.306 0.949 -2.516
H: 3.440 -0.218 -1.734
H: 2.886 1.038 -0.758
H: 0.416 3.153 2.030
H: -0.503 2.686 0.552
H: 1.191 2.897 0.410
H: 0.264 -2.887 2.343
H: 1.193 -3.229 0.860
H: -0.564 -2.886 0.810

# 2
The following is a quantum chemistry calculation of a cluster of 2 separate species, C6H14O4P2 in total, from the OMol25 dataset.

Max |F|, hartree/bohr: 0.09392
E_tot, a.u.: -1220.698165
HOMO-LUMO gap (spin up / spin down), eV: 5.66 / 7.13
Highest occupied orbital energy (spin up / spin down), eV: 0.41 / -0.96
Total charge: -2
ΔE to the lowest compared entry with this formula, charge and spin, eV: 2.071

Cartesian coordinates (Å):
C: -0.638 0.235 -2.250
C: 1.278 -0.880 0.520
C: 2.164 2.590 0.902
C: -2.341 -1.932 1.559
C: 0.714 0.416 -1.538
C: 0.539 0.174 -0.089
O: 0.092 1.564 2.338
O: -1.070 -3.509 -0.166
O: -0.505 2.680 0.097
O: -3.127 -2.387 -1.167
P: 0.345 1.733 0.852
P: -1.924 -2.297 -0.248
H: -0.439 0.593 -3.300
H: -1.442 0.924 -1.934
H: -1.049 -0.732 -2.302
H: 0.883 -1.875 0.449
H: 1.432 -0.755 1.585
H: 2.321 -1.054 0.081
H: 2.538 3.034 0.014
H: 2.172 3.482 1.562
H: 2.964 2.034 1.088
H: -2.244 -2.871 2.150
H: -1.673 -1.101 1.904
H: -3.335 -1.472 1.490
H: 1.473 -0.155 -2.063
H: 0.870 1.561 -1.534

# 3
The following is a quantum chemistry calculation of a structure of composition C6H14O4Tb, from the OMol25 dataset.

2S+1: 8
Max |F|, hartree/bohr: 0.03263
E_tot, a.u.: -1362.129490
HOMO-LUMO gap (spin up / spin down), eV: 4.32 / 3.80
Highest occupied orbital energy (spin up / spin down), eV: -5.32 / -5.32
Total charge: 0
ΔE to the lowest compared entry with this formula, charge and spin, eV: 2.660

Cartesian coordinates (Å):
C: 2.716 -0.705 -0.918
O: 1.560 -1.408 -0.584
C: 1.392 -1.584 0.837
C: -0.005 -2.083 1.101
O: -0.896 -0.959 1.328
C: -1.645 -0.358 0.066
C: -1.520 1.148 0.111
O: -0.158 1.491 0.351
C: 0.140 2.864 0.167
Tb: 0.872 0.337 2.102
H: 2.755 -0.604 -2.011
H: 2.719 0.310 -0.475
H: 3.628 -1.227 -0.573
H: 2.129 -2.332 1.186
H: -0.023 -2.694 2.017
H: -0.425 -2.694 0.280
H: -2.689 -0.603 0.328
H: -1.015 -0.711 -0.765
H: -2.146 1.570 0.915
H: -1.838 1.581 -0.849
H: 1.197 3.007 0.421
H: -0.036 3.143 -0.882
H: -0.481 3.487 0.828
O: -3.378 -0.571 -2.096
H: -2.851 -0.407 -2.887

# 4
The following is a quantum chemistry calculation of an isolated molecule of C6H14OSi, from the OMol25 dataset.

Max |F|, hartree/bohr: 0.11567
E_tot, a.u.: -601.578231
HOMO-LUMO gap (spin up / spin down), eV: 6.16 / 9.26
Highest occupied orbital energy (spin up / spin down), eV: -6.50 / -8.45
Total charge: 0
ΔE to the lowest compared entry with this formula, charge and spin, eV: 6.066

Cartesian coordinates (Å):
C: -1.652 0.236 1.774
C: 0.308 -0.410 -0.626
C: 0.288 -1.911 -0.688
C: -0.434 -0.543 -2.876
C: 0.057 2.390 0.388
C: 1.408 0.161 2.140
O: -0.018 0.232 -1.715
Si: -0.061 0.588 0.966
H: -2.661 0.299 1.317
H: -1.582 -0.429 2.732
H: -0.681 -2.378 -0.479
H: 1.044 -2.198 0.046
H: 0.625 -2.367 -1.638
H: -1.298 -1.231 -2.749
H: 0.372 -0.972 -3.290
H: -0.862 0.161 -3.463
H: -0.657 2.563 -0.285
H: -0.242 3.006 1.339
H: 0.939 2.583 -0.067
H: 2.370 0.450 1.738
H: 1.457 0.757 3.021
H: 1.281 -0.987 2.415

# 5
The following is a quantum chemistry calculation of a structure of composition C6H14P, from the OMol25 dataset.

Max |F|, hartree/bohr: 0.10208
E_tot, a.u.: -578.031936
HOMO-LUMO gap, eV: 9.30
Highest occupied orbital energy, eV: -13.66
Total charge: +1
ΔE to the lowest compared entry with this formula, charge and spin, eV: 2.887

Cartesian coordinates (Å):
C: 0.653 -0.794 -0.317
C: 0.463 -0.708 1.029
C: -0.588 -1.488 1.797
C: 1.316 0.083 2.015
C: 0.476 1.752 -1.614
C: -1.832 0.185 -1.467
P: -0.569 0.928 -0.419
H: 1.645 -0.599 -0.779
H: -0.002 -1.419 -0.829
H: -1.596 -1.793 1.254
H: -0.766 -0.972 2.750
H: -0.101 -2.313 2.062
H: 0.608 0.698 2.638
H: 2.008 0.719 1.523
H: 1.679 -0.736 2.655
H: -0.072 2.559 -1.905
H: 0.498 1.065 -2.403
H: 1.414 1.922 -1.262
H: -2.767 0.764 -1.435
H: -2.165 -0.826 -1.086
H: -1.517 0.138 -2.596

# 6
The following is a quantum chemistry calculation of a structure of composition C6H14P, from the OMol25 dataset.

Max |F|, hartree/bohr: 0.11766
E_tot, a.u.: -578.018637
HOMO-LUMO gap, eV: 11.73
Highest occupied orbital energy, eV: -14.41
Total charge: +1
ΔE to the lowest compared entry with this formula, charge and spin, eV: 3.249

Cartesian coordinates (Å):
C: -2.154 -1.089 2.165
C: -1.880 -1.155 0.931
C: 0.596 1.251 0.934
C: 2.263 0.135 -1.047
C: -0.737 0.649 -1.768
C: -0.036 -1.416 0.176
P: 0.517 0.180 -0.466
H: -3.265 -0.896 2.281
H: -1.598 -1.201 3.092
H: -2.634 -0.874 0.199
H: -0.139 1.712 1.435
H: 1.251 2.059 0.583
H: 1.157 0.794 1.653
H: 2.663 1.113 -1.188
H: 2.318 -0.453 -1.950
H: 2.862 -0.326 -0.174
H: -0.659 1.667 -2.086
H: -1.660 0.644 -1.364
H: -0.814 -0.140 -2.589
H: -0.170 -2.335 -0.386
H: 0.715 -1.704 0.901